C53H73F9N7O31S | wB97M-V/def2-TZVPD

## Properties
net charge = +1
electronic energy = -6076.0160 a.u.
Kohn-Sham gap = 8.209 eV
molar mass = 1507.2 g mol⁻¹
highest occupied orbital energy = -10.48 eV
2S+1 = 1

Positions of all 174 atoms, in Å:
C: 0.9342 2.2130 5.1837
C: 0.4599 1.8266 3.8096
C: -0.6924 2.3869 3.2305
C: -1.0838 2.0100 1.9464
C: -0.3588 1.0781 1.1765
C: -0.8839 0.7436 -0.2069
C: -0.2399 1.6067 -1.2870
C: -0.8455 -0.7492 -0.5296
C: 0.7833 0.5154 1.7645
O: 1.5248 -0.4663 1.0832
C: 1.4174 -1.6639 1.7979
N: 1.7662 -2.8013 0.9406
C: 2.9868 -2.7258 0.1249
C: 2.7426 -2.4502 -1.3543
C: 4.0205 -2.7936 -2.1435
C: 4.8784 -1.5594 -2.4411
N: 6.3242 -1.7373 -2.1763
C: 6.7470 -1.1291 -0.9623
N: 7.2221 0.0301 -0.8119
N: 6.6407 -1.9689 0.1574
C: 1.0239 -3.8721 0.8967
N: 1.3079 -4.9059 0.0687
C: 0.0025 -5.6124 -0.1781
N: 0.0345 -7.0292 -0.3530
C: -0.9923 -5.0200 0.8590
S: -2.4207 -4.2651 0.0522
N: -0.1372 -4.0888 1.6196
C: -0.1173 -4.3060 3.0428
F: 0.5063 -3.3207 3.6912
F: -1.3884 -4.2961 3.4559
C: 0.5140 -5.6778 3.4963
F: -0.4882 -6.5200 3.7634
F: 1.2399 -6.2219 2.5168
C: 1.3926 -5.5962 4.7690
F: 1.6521 -6.8579 5.1133
F: 0.7142 -5.0391 5.7609
C: 2.7720 -4.8681 4.5548
F: 3.7512 -5.7302 4.5849
F: 2.8104 -4.2551 3.3725
F: 2.9607 -3.9788 5.4948
C: 1.1791 0.8811 3.0546
H: 1.2940 1.3078 5.6749
H: 1.7732 2.9014 5.1375
H: 0.1406 2.6092 5.8007
H: -1.2529 3.1043 3.8108
H: -1.9714 2.4580 1.5282
H: -1.9406 1.0053 -0.1979
H: 0.7482 1.2416 -1.5621
H: -0.8567 1.5365 -2.1824
H: -0.2222 2.6488 -0.9935
H: -1.1909 -1.2911 0.3523
H: -1.4765 -0.9805 -1.3844
H: 0.1568 -1.0863 -0.7692
H: 2.0885 -1.6808 2.6535
H: 0.3943 -1.7924 2.1258
H: 3.5414 -3.6482 0.2792
H: 3.5788 -1.9173 0.5430
H: 1.9045 -3.0265 -1.7470
H: 2.4849 -1.4053 -1.4975
H: 3.7833 -3.3369 -3.0515
H: 4.6282 -3.4703 -1.5446
H: 4.7638 -1.3058 -3.4872
H: 4.5121 -0.7249 -1.8410
H: 6.8427 -1.2744 -2.9110
H: 7.2337 0.5503 -1.6866
H: 6.1550 -1.5021 0.9116
H: 6.1686 -2.8324 -0.0726
H: 1.6273 -4.6231 -0.8504
H: -0.3555 -5.2194 -1.1279
H: -0.4210 -7.5043 0.4157
H: -0.5255 -7.2641 -1.1586
H: -1.3720 -5.8299 1.4724
H: -2.1293 -2.9558 0.0658
H: 2.0634 0.4295 3.4865
C: 2.9149 2.6908 -4.6854
C: 3.8862 1.6704 -4.1391
O: 3.0425 0.5290 -3.9488
C: 1.9774 0.6347 -4.7730
O: 1.1882 -0.2371 -4.9636
O: 1.9388 1.8567 -5.3435
H: 3.3689 3.3813 -5.3910
H: 2.4193 3.2530 -3.8964
H: 4.6735 1.4161 -4.8519
H: 4.3355 1.9668 -3.2019
C: -5.3107 -3.2794 2.8257
C: -4.8303 -2.1881 3.7611
O: -4.6412 -1.0839 2.8682
C: -5.4216 -1.2744 1.7806
O: -5.6129 -0.4662 0.9324
O: -5.9465 -2.5260 1.7841
H: -6.0130 -3.9642 3.2934
H: -4.4941 -3.8529 2.3870
H: -5.5796 -1.9139 4.5049
H: -3.8988 -2.4310 4.2656
C: 0.7872 1.8813 9.7936
C: 1.0389 3.2188 10.4606
O: 1.0990 4.1073 9.3390
C: 0.4186 3.5495 8.3152
O: 0.1430 4.1057 7.3014
O: 0.0949 2.2651 8.5988
H: 0.1731 1.2098 10.3869
H: 1.7118 1.3732 9.5148
H: 0.2156 3.5259 11.1069
H: 1.9681 3.2548 11.0219
C: -6.0020 3.9636 -0.3072
C: -5.6701 3.8432 1.1650
O: -4.2594 3.5873 1.1366
C: -3.7653 4.0699 -0.0280
O: -2.6038 4.1458 -0.2774
O: -4.7617 4.4330 -0.8590
H: -6.7995 4.6686 -0.5148
H: -6.2447 3.0015 -0.7597
H: -5.8452 4.7717 1.7113
H: -6.1938 3.0309 1.6611
C: -8.7481 -4.7439 -0.7474
C: -7.2462 -4.5787 -0.8487
O: -6.7695 -5.8593 -0.4199
C: -7.7523 -6.7711 -0.6279
O: -7.6090 -7.9457 -0.5395
O: -8.9099 -6.1522 -0.9569
H: -9.2975 -4.1829 -1.4980
H: -9.1309 -4.4888 0.2422
H: -6.9134 -4.4089 -1.8744
H: -6.8544 -3.7927 -0.2086
C: 3.7147 4.4338 1.4869
C: 2.3000 3.8869 1.5356
O: 2.0244 3.6611 0.1472
C: 3.1909 3.5167 -0.5012
O: 3.2682 3.1609 -1.6359
O: 4.2344 3.8244 0.2937
H: 4.3181 4.1535 2.3456
H: 3.7433 5.5174 1.3650
H: 2.2373 2.9351 2.0624
H: 1.5753 4.5769 1.9588
C: 6.1748 5.2082 -3.7615
C: 7.6764 5.3381 -3.9106
O: 8.1410 4.0803 -3.3970
C: 7.1430 3.1827 -3.5107
O: 7.2534 2.0096 -3.3358
O: 5.9872 3.7912 -3.8586
H: 5.6193 5.7258 -4.5385
H: 5.8212 5.5431 -2.7858
H: 7.9884 5.4271 -4.9525
H: 8.0971 6.1626 -3.3428
C: 3.1656 6.8850 -7.3555
C: 3.8645 8.0740 -7.9819
O: 4.0965 8.9174 -6.8491
C: 4.1117 8.1507 -5.7383
O: 4.4482 8.5219 -4.6628
O: 3.6921 6.8884 -6.0206
H: 3.3896 5.9425 -7.8476
H: 2.0840 7.0156 -7.3037
H: 4.8256 7.8097 -8.4258
H: 3.2591 8.5911 -8.7208
C: -7.3628 8.6357 -2.9280
C: -6.2770 7.7786 -2.3073
O: -6.9864 6.5727 -2.0020
C: -8.0680 6.4928 -2.8182
O: -8.7572 5.5328 -2.9204
O: -8.2427 7.6539 -3.4869
H: -6.9973 9.3009 -3.7051
H: -7.9128 9.2167 -2.1860
H: -5.4748 7.5443 -3.0083
H: -5.8499 8.2065 -1.4045
C: -3.7767 -10.4303 -2.5383
C: -3.1619 -9.2663 -3.2903
O: -2.8833 -8.3381 -2.2281
C: -2.7795 -9.0391 -1.0764
O: -2.3953 -8.5735 -0.0473
O: -3.1598 -10.3116 -1.2473
H: -3.5500 -11.3972 -2.9774
H: -4.8558 -10.3318 -2.4178
H: -2.2229 -9.5317 -3.7775
H: -3.8306 -8.8174 -4.0186

Here are the Mulliken charges for atoms 1 to 8, given in e: -1.44, 0.92, -1.19, -1.00, 0.68, 1.15, -1.55, -1.49